[1]
An isolated molecule of C18H16N2O4S in a non-equilibrium geometry, computed with wB97M-V/def2-TZVPD.

The geometry in ORCA input format:
```
! RIJCOSX wB97M-V def2-TZVPD def2/J DEFGRID3
* xyz 0 1
C 0.166 -2.217 -0.767
H -2.052 -0.477 -0.867
C -2.448 -0.296 1.211
N -1.552 0.205 -4.018
O 0.218 -0.538 -2.942
S -1.870 -2.208 -2.821
C 1.660 1.235 -0.877
H 1.358 1.997 4.105
C -1.750 -0.785 0.121
C -2.083 -0.654 2.497
H 0.236 -3.338 -2.586
C 0.449 0.687 -3.472
H 1.611 2.444 -3.357
C -0.271 -1.949 1.614
N -0.580 1.136 -4.109
C 2.232 0.718 0.279
H 0.590 -2.584 1.756
C 0.387 1.506 3.983
H -0.702 -1.772 3.696
H -0.288 1.844 4.768
C 1.638 0.908 1.511
H -2.639 -0.277 3.342
C -0.659 -1.626 0.312
C -1.059 -0.769 -3.320
C -0.526 -3.003 -1.880
C 0.445 1.616 1.608
H 0.517 0.422 4.060
H -0.014 2.356 -1.658
H 2.114 0.495 2.385
H -1.062 2.662 0.527
O -0.225 1.870 2.771
O 1.371 -2.233 -0.720
H -3.283 0.368 1.052
H -1.006 -3.874 -1.428
O 2.356 1.005 -2.040
C -0.992 -1.485 2.696
H 3.151 0.162 0.192
C -0.135 2.117 0.447
C 0.463 1.936 -0.786
C 1.761 1.360 -3.258
H 2.471 1.034 -4.027
*
```

Calculated values
**Orbital gap**: 0.3095 Ha
**Structure (SMILES)**: COc1ccc(OCc2nnc(SCC(=O)c3ccccc3)o2)cc1
**HOMO**: -0.2958 hartree
**E**: -1504.1267 a.u.

These are the Mulliken partial charges, in e, on atoms 1 to 2: 0.376 0.185

---

[2]
A cluster of 11 separate species, H22O11 in total in a non-equilibrium geometry, computed with wB97M-V/def2-TZVPD.

The geometry in ORCA input format:
```
! RIJCOSX wB97M-V def2-TZVPD def2/J DEFGRID3
* xyz 0 1
O 0.200 -0.280 3.130
H -1.160 1.302 -3.105
O -2.947 -1.436 -1.156
H -3.214 -0.499 -1.142
H 1.753 2.108 0.723
O 0.988 2.625 0.889
H -0.741 0.794 -1.698
O -0.377 -2.693 1.225
H -0.082 2.791 2.324
H -2.091 -0.243 0.927
O -0.479 0.879 -2.593
H -0.648 -3.370 0.611
O 1.529 -1.601 -0.431
H 1.792 -1.100 -2.480
O -0.416 2.787 3.206
H 2.862 1.121 -2.312
O -0.420 0.367 0.120
H 0.656 2.881 0.015
H 1.872 -0.732 -3.979
H -2.024 -1.382 -1.478
H 1.346 1.143 -1.948
H 0.344 2.664 3.754
H -0.533 -0.079 2.599
H 0.048 1.133 0.541
H -1.078 -2.090 1.529
H -3.277 -0.755 1.733
O 2.259 -1.287 -3.293
O 2.256 1.302 -1.597
H 1.929 -2.369 -0.823
O -2.356 -0.645 1.772
H 0.299 -0.228 -0.107
H 0.950 -2.084 0.219
H 0.754 -1.029 2.811
*
```

Calculated values
**Orbital gap**: 0.3785 Ha
**Structure (SMILES)**: O.O.O.O.O.O.O.O.O.O.O
**HOMO**: -0.3837 hartree
**E**: -840.8371 a.u.

These are the Mulliken partial charges, in e, on atoms 1 to 2: -0.592 0.283